# 1
C17H61F3N26O16 | ωB97M-V with the def2-TZVPD basis set

Element x y z (Å)
H1 4.04025 3.60462 0.65366
N1 -2.17788 7.15576 0.02377
H2 3.16619 -1.59883 2.09330
O1 -1.08922 -3.12689 -2.33393
H3 1.44988 3.47351 2.27566
N2 -2.36590 -4.21625 -3.83010
H4 3.74075 -0.23744 5.69404
C1 2.92945 4.59832 2.12555
H5 -8.14089 0.30049 1.82234
H6 -3.14151 7.45059 0.09144
H7 -2.29534 1.04813 1.01828
C2 6.93117 0.98451 -2.31035
H8 -1.51410 2.26621 -0.22130
H9 -1.05429 -1.11890 -0.22908
H10 0.04910 3.93631 -4.20403
O2 2.21806 0.54191 4.06127
O3 0.56948 2.26232 1.00069
O4 -2.18703 5.39850 -1.23951
N3 -0.66215 -5.22358 -3.18445
C3 -0.23623 -6.24435 0.99931
C4 0.78960 0.99236 0.39915
H11 2.82343 -0.65991 -2.41682
N4 -7.36594 0.35977 2.46735
N5 2.80662 2.43147 5.08453
H12 -0.84632 -4.55529 0.13738
H13 -1.11366 1.07672 4.25556
F1 3.09283 1.38689 -0.52131
H14 2.06442 0.54267 -3.53555
H15 -2.27828 -0.75070 2.02026
O5 -5.96729 -0.14065 0.81088
C5 -5.97292 -3.90918 1.24334
N6 1.83945 4.30014 2.70579
O6 4.03560 -4.55455 1.52813
H16 -0.31933 -8.00144 1.96250
C6 -1.28083 -0.31135 -4.06075
O7 2.04998 5.49207 -3.67515
H17 2.54731 3.00749 4.29645
H18 -1.74954 -7.48046 1.01830
O8 -1.18676 0.83673 -4.41445
N7 -1.17526 -1.38893 -4.76297
H19 5.16254 0.76976 -3.04041
H20 -2.40468 -4.76160 -4.67933
C7 -3.33383 1.82594 -0.49887
H21 2.24577 0.33638 -5.45294
N8 -5.33604 -0.28175 2.84131
C8 2.29692 0.54797 0.08678
H22 -2.34562 3.39230 -1.36791
N9 0.31539 4.05416 -3.23693
N10 2.10530 -3.68279 2.05732
H23 6.98083 2.47609 -1.00313
H24 -1.37124 7.76280 0.05444
C9 -1.54021 -1.53126 1.83568
N11 5.71477 1.15606 -2.28814
F2 2.26551 -0.55802 -0.82305
O9 3.67658 -2.01899 -4.19344
N12 -1.40044 -0.62365 -2.77846
N13 -0.77720 5.60823 0.54875
C10 3.00999 -1.01744 -4.27280
H25 -1.43137 0.30197 -2.37550
H26 0.26965 0.72261 -0.52007
N14 3.20483 3.65706 1.21882
H27 -0.58871 6.32509 1.23482
C11 1.40231 4.75130 -2.96017
N15 -6.31598 -3.91921 0.00168
C12 -6.23409 -0.00475 1.97487
H28 -0.16625 4.80834 0.46498
H29 -1.25064 -2.31723 -4.37224
H30 0.31435 -5.19090 -2.92851
H31 0.08114 0.51158 3.52179
O10 -4.46846 2.00458 -0.95817
C13 2.88227 1.18260 4.90967
H32 1.79929 -4.57947 1.70741
H33 -3.07585 -3.51411 -3.67823
H34 -7.30463 -3.97568 -0.19704
N16 -1.12826 -5.45467 0.50031
N17 -2.25769 2.52808 -0.85263
H35 -0.94490 -1.35781 -5.74586
H36 -0.63573 1.74335 2.91129
O11 0.95221 -5.92492 1.26367
N18 2.65470 -0.24910 -3.32394
N19 2.61707 -0.60268 -5.43330
C14 3.31076 -3.56986 1.73575
H37 -4.35363 -4.19160 2.22025
C15 -1.30082 -4.13168 -3.02205
H38 -1.30047 -1.54528 -2.37762
N20 3.75950 -2.36278 1.80268
O12 3.62165 5.53035 2.37929
H39 2.36824 3.16857 0.93319
N21 1.94281 4.47423 -1.76827
H40 -5.71736 -3.57779 -0.73668
C16 -0.56726 -1.10366 0.74594
H41 -1.96750 -2.47292 1.49098
O13 -0.35142 1.34154 3.73550
N22 -2.98258 0.87540 0.29857
H42 2.83382 4.83283 -1.45587
H43 -3.79217 0.42328 0.69890
H44 1.24575 5.11061 2.80963
N23 -0.81917 -7.34014 1.38548
H45 1.58214 -2.82006 2.10315
O14 -6.73868 -4.18095 2.15072
H46 5.31443 1.82422 -1.64520
F3 3.04890 0.22155 1.20059
N24 -4.67389 -3.97596 1.28696
H47 -4.18798 -3.75781 0.42882
H48 4.60632 1.27613 6.03811
C17 -1.79418 6.00549 -0.27976
H49 0.19023 -1.88040 0.64112
H50 2.87581 -1.18661 -6.21573
N25 3.84397 0.76434 5.61741
H51 1.38466 3.90177 -1.15113
H52 4.71686 -2.25474 1.49955
O15 -0.08088 0.17843 1.22458
N26 7.50664 1.69710 -1.37300
H53 8.40614 1.49524 -0.96037
H54 3.51151 2.86190 5.66589
H55 -4.45576 -0.73997 2.65360
O16 7.65261 0.24303 -3.05514
H56 -5.58594 -0.09509 3.80194
H57 -1.03971 -1.68512 2.79168
H58 -7.46708 0.37937 3.47208
H59 0.01211 3.33612 -2.59463
H60 -1.20350 -6.04508 -3.41284
H61 -2.01742 -5.85300 0.23418

Calculated values
Orbital gap (spin up / spin down) = 0.2701 / 0.0752 Eh
⟨S²⟩ = 0.7544
Charge = +1
HOMO level (spin up / spin down) = -10.44 / -10.44 eV
DFT total energy = -98265.5019 eV
LUMO energy (spin up / spin down) = -0.11353 / -0.30839 hartree
2S+1 = 2

***

# 2
C4H10O | ωB97M-V with the def2-TZVPD basis set

Element x y z (Å)
H1 0.00810 -1.13142 -0.64077
H2 1.92217 -1.16480 -1.73710
H3 -0.81972 -0.02726 1.87965
C1 -1.35619 0.74277 -0.06277
H4 2.06577 -1.48745 0.07332
H5 -2.31017 -0.75859 1.19317
O1 -0.45522 1.53131 -0.23030
C2 -1.71676 0.15703 1.28122
H6 -0.72438 -1.27095 -0.62221
H7 -2.32253 0.90721 1.80086
H8 1.82545 1.27273 -1.30099
H9 1.96049 0.97021 0.50427
C3 1.94631 0.55198 -0.49813
H10 -2.01633 0.46409 -0.91024
C4 1.99301 -0.75683 -0.72997

Calculated values
Orbital gap = 0.3992 Eh
SMILES = [H][H].CC=O.C=C
HOMO level = -9.73 eV
DFT total energy = -6354.9941 eV
LUMO energy = 0.04176 hartree

***

# 3
C24H23N2O2 | ωB97M-V with the def2-TZVPD basis set

Element x y z (Å)
H1 6.42067 3.68911 -1.29007
H2 0.17228 -1.17976 4.82633
C1 2.73460 2.56406 -1.75784
C2 3.57549 0.42616 -0.87147
C3 -2.57022 0.42023 -1.05606
C4 3.81735 1.74828 -1.33643
H3 -0.54134 -0.17822 2.21773
H4 -0.25079 -0.78974 -0.84474
H5 -5.55218 0.19489 -0.82000
N1 -0.03963 -2.13228 2.94241
H6 -2.63614 -0.66241 -1.16704
H7 -0.16080 -2.93577 4.86417
H8 1.56021 -6.48059 2.23350
C5 1.07381 -3.89727 0.05073
H9 -1.45828 -1.77148 4.47010
C6 2.28424 -0.00072 -0.70030
C7 5.35064 3.59332 -1.44938
C8 0.75828 -4.54779 2.81690
C9 -2.42779 3.25479 -0.73694
H10 0.62754 -4.76263 3.87582
H11 2.08066 -0.97962 -0.27697
H12 -2.41279 4.33622 -0.63447
C10 1.42165 -5.15843 0.54173
H13 1.19369 -3.57920 -0.98807
H14 4.80384 4.19665 -0.71605
C11 -1.32325 1.05834 -0.79648
H15 -6.60029 2.30423 -0.84452
C12 1.16611 0.81621 -1.03228
H16 5.08768 3.90970 -2.46350
C13 0.41568 -3.30319 2.31276
C14 -0.13245 0.29298 -0.81193
C15 -3.69099 1.19695 -1.25651
C16 -0.38877 -1.99715 4.35249
O1 5.09902 2.19015 -1.27067
N2 0.16094 -1.64639 0.78442
C17 -1.31470 2.47281 -0.54980
H17 0.63397 2.73162 -1.95975
H18 2.91307 3.57022 -2.14820
C18 0.54900 -2.96592 0.95293
C19 -5.81606 2.21343 -1.60425
H19 1.82129 -5.90358 -0.14893
C20 1.44290 2.09827 -1.60766
H20 4.42353 -0.20215 -0.60511
C21 1.26979 -5.48614 1.90372
H21 -6.22964 2.45344 -2.58972
H22 -5.20876 0.35284 -2.55098
O2 -4.80738 3.25044 -1.30433
C22 -0.18390 -1.17733 1.98112
H23 -0.38358 2.93911 -0.23764
C23 -3.61789 2.61186 -1.11979
C24 -5.11032 0.85142 -1.57897

Calculated values
Orbital gap = 0.2408 Eh
Charge = +1
HOMO level = -11.02 eV
DFT total energy = -32329.3081 eV
LUMO energy = -0.16423 hartree